(1)
Entry from the OMol25 dataset: a structure of composition C23H17ClN4O6Ta at a distorted geometry (wB97M-V/def2-TZVPD).

The geometry in XYZ format:
```
52
Properties=species:S:1:pos:R:3:lowdin_charge:R:1
Ta 0.14 0.00 -0.10 1.739
O -4.35 -2.06 -2.89 0.045
C -4.01 -3.01 -2.01 -0.271
C -4.66 -4.24 -2.11 -0.026
C -4.34 -5.27 -1.24 -0.096
C -3.36 -5.10 -0.27 -0.098
C -2.72 -3.88 -0.16 -0.018
C -3.03 -2.83 -1.02 -0.069
C -2.31 -1.55 -0.85 -0.420
O -1.56 -1.38 0.17 -0.160
N -2.51 -0.61 -1.76 0.059
N -1.79 0.50 -1.39 -0.092
C -2.17 1.65 -1.75 -0.045
C -1.41 2.79 -1.26 -0.243
C -1.75 4.09 -1.60 -0.019
C -1.08 5.13 -0.98 -0.061
C -0.14 4.84 -0.01 -0.037
C 0.14 3.51 0.27 -0.120
N -0.45 2.51 -0.37 0.032
H -3.76 -1.28 -2.72 0.063
H -5.41 -4.36 -2.87 0.111
H -4.85 -6.22 -1.33 0.097
H -3.10 -5.91 0.40 0.094
H -1.96 -3.71 0.59 0.116
H -3.04 1.79 -2.39 0.133
H -2.53 4.27 -2.33 0.110
H -1.32 6.16 -1.23 0.105
H 0.38 5.62 0.53 0.106
H 0.85 3.23 1.04 0.088
Cl 4.83 -4.32 4.45 0.612
C 3.81 -3.23 3.56 -0.681
C 3.63 -1.92 4.02 -0.101
C 2.83 -1.04 3.33 0.008
C 2.16 -1.44 2.14 -0.338
O 1.39 -0.60 1.54 -0.274
C 2.36 -2.77 1.71 -0.127
C 1.70 -3.21 0.49 -0.180
O 1.02 -2.50 -0.22 -0.028
C 3.17 -3.65 2.42 -0.075
H 4.13 -1.61 4.92 0.102
H 2.66 -0.03 3.68 0.122
H 1.88 -4.26 0.19 0.129
H 3.31 -4.66 2.05 0.110
C 3.09 1.54 0.60 -0.101
C 2.08 1.25 -0.50 -0.504
O 2.31 1.68 -1.62 -0.065
H 3.90 2.17 0.21 0.067
H 3.51 0.60 0.97 0.055
H 2.60 2.00 1.46 0.054
O 0.47 -0.47 -1.72 -0.431
N -0.75 1.75 3.07 -0.094
C -0.47 1.20 2.09 -0.384
```

Properties
**Net charge**: -1
**Kohn-Sham gap**: 6.30 eV
**Lowest unoccupied orbital energy**: 1.77 eV
**HOMO level**: -4.53 eV
**Energy relative to the best compared isomer or geometry (same formula, charge and spin)**: 15.38 kcal/mol

---

(2)
Entry from the OMol25 dataset: a structure of composition C23H17F8IrN4O4S at a distorted geometry (wB97M-V/def2-TZVPD).

The geometry in XYZ format:
```
58
Properties=species:S:1:pos:R:3:lowdin_charge:R:1
Ir -0.69 -0.18 -0.34 1.201
F -3.17 3.48 -3.27 0.157
C -2.56 4.19 -2.32 -0.607
F -3.23 5.34 -2.16 0.148
F -1.33 4.50 -2.77 0.126
C -2.47 3.43 -1.02 -0.105
C -3.05 3.91 0.13 0.028
C -2.95 3.20 1.33 -0.022
C -2.25 2.02 1.32 -0.099
N -1.66 1.56 0.21 -0.135
C -1.78 2.21 -0.97 -0.645
S -1.07 1.30 -2.25 0.706
H -3.60 4.85 0.10 0.133
H -3.42 3.55 2.23 0.116
H -2.14 1.41 2.21 0.116
O 2.25 -5.78 -3.36 0.161
C 1.06 -5.72 -3.24 -0.519
O 0.02 -6.34 -3.29 0.237
C 0.59 -4.26 -2.49 -0.007
C 1.62 -3.39 -2.20 0.028
C 1.29 -2.20 -1.59 -0.086
N 0.03 -1.88 -1.29 -0.043
C -0.96 -2.74 -1.59 -0.127
C -0.72 -3.96 -2.20 0.088
C -2.37 -2.30 -1.24 -0.559
O -3.30 -3.02 -1.51 0.122
O -2.43 -1.14 -0.66 -0.168
H 2.65 -3.64 -2.44 0.130
H 2.06 -1.49 -1.33 0.105
H -1.56 -4.60 -2.42 0.145
N 3.33 2.69 0.61 0.069
C 3.36 1.79 -0.60 -0.074
C 1.93 1.47 -1.00 -0.204
N 1.19 0.83 0.10 -0.174
C 1.16 1.72 1.27 -0.165
C 2.56 2.06 1.75 -0.069
H 2.88 3.58 0.36 0.189
H 4.28 2.92 0.91 0.188
H 3.91 0.90 -0.30 0.144
H 3.90 2.30 -1.39 0.145
H 1.93 0.82 -1.87 0.114
H 1.39 2.37 -1.30 0.109
H 1.69 -0.01 0.39 0.078
H 0.62 1.23 2.08 0.127
H 0.61 2.63 1.01 0.132
H 3.12 1.17 2.05 0.146
H 2.55 2.77 2.58 0.145
F 1.78 -1.66 1.22 0.004
C 0.60 -1.82 1.93 -0.214
C -0.54 -1.17 1.49 -0.150
C -1.65 -1.39 2.31 -0.231
F -2.82 -0.81 2.02 0.080
C -1.62 -2.18 3.45 -0.139
F -2.71 -2.34 4.19 0.143
C -0.44 -2.80 3.82 -0.136
F -0.40 -3.55 4.92 0.146
C 0.69 -2.62 3.05 -0.153
F 1.84 -3.19 3.40 0.126
```

Properties
**Net charge**: +1
**Kohn-Sham gap (alpha / beta)**: 7.05 / 5.13 eV
**Spin multiplicity**: 2
**Lowest unoccupied orbital energy (alpha / beta)**: -3.79 / -5.71 eV
**HOMO level (alpha / beta)**: -10.84 / -10.84 eV
**Energy relative to the best compared isomer or geometry (same formula, charge and spin)**: 0.00 kcal/mol

---

(3)
Entry from the OMol25 dataset: a structure of composition C23H17N4O3PtS at a distorted geometry (wB97M-V/def2-TZVPD).

The geometry in XYZ format:
```
49
Properties=species:S:1:pos:R:3:lowdin_charge:R:1
Pt 0.25 -0.56 -0.46 1.133
O 0.60 -6.57 3.08 0.084
N -0.32 -5.83 3.42 -0.325
O -1.13 -6.11 4.30 0.107
C -0.47 -4.59 2.77 -0.059
C -1.54 -3.78 3.18 0.105
C -1.77 -2.53 2.63 -0.109
C -2.82 -1.65 3.02 0.047
C -2.95 -0.45 2.39 0.000
C -2.06 -0.08 1.37 -0.038
N -1.07 -0.87 0.98 -0.076
C -0.92 -2.08 1.58 -0.124
C 0.14 -2.92 1.11 -0.137
N 0.83 -2.46 0.06 -0.068
C 1.82 -3.20 -0.45 -0.086
C 2.22 -4.38 0.15 0.004
C 1.54 -4.86 1.25 0.053
C 0.41 -4.16 1.73 -0.038
H -2.19 -4.15 3.96 0.139
H -3.50 -1.96 3.80 0.134
H -3.73 0.24 2.66 0.124
H -2.16 0.88 0.87 0.108
H 2.30 -2.84 -1.35 0.082
H 3.06 -4.93 -0.26 0.124
H 1.86 -5.76 1.74 0.114
C 3.67 0.27 -3.50 -0.202
S 3.13 -0.41 -1.89 0.910
C 3.44 1.05 -0.83 -0.217
O 1.62 -0.42 -2.05 -0.697
H 3.33 1.28 -3.63 0.067
H 3.24 -0.36 -4.27 0.064
H 4.76 0.21 -3.56 0.066
H 4.48 1.02 -0.51 0.060
H 2.79 0.95 0.04 0.040
H 3.22 1.98 -1.34 0.067
N -2.71 8.71 -2.31 0.173
C -2.39 7.63 -2.09 -0.194
C -1.99 6.30 -1.82 -0.227
C -1.24 6.02 -0.67 -0.017
C -0.83 4.73 -0.44 -0.022
C -1.17 3.70 -1.33 -0.258
C -1.94 3.99 -2.47 -0.016
C -2.35 5.28 -2.72 -0.013
C -0.75 2.39 -1.06 -0.133
C -0.36 1.26 -0.80 -0.229
H -0.99 6.81 0.02 0.122
H -0.24 4.49 0.43 0.115
H -2.19 3.20 -3.16 0.119
H -2.93 5.52 -3.59 0.123
```

Properties
**Net charge**: +1
**Kohn-Sham gap**: 5.87 eV
**Lowest unoccupied orbital energy**: -4.74 eV
**HOMO level**: -10.60 eV
**Energy relative to the best compared isomer or geometry (same formula, charge and spin)**: 19.59 kcal/mol

---

(4)
Entry from the OMol25 dataset: a structure of composition C23H18AsN2O8PdS at a distorted geometry (wB97M-V/def2-TZVPD).

The geometry in XYZ format:
```
54
Properties=species:S:1:pos:R:3:lowdin_charge:R:1
Pd -1.23 1.00 0.12 1.086
C -3.97 1.00 -1.48 -0.050
O -3.12 0.37 -0.51 -0.218
C -3.46 -0.84 0.02 -0.201
C -4.60 -1.54 -0.34 -0.012
C -4.86 -2.76 0.27 -0.088
C -3.99 -3.27 1.23 -0.093
C -2.85 -2.57 1.57 -0.009
C -2.57 -1.36 0.97 -0.154
N -1.40 -0.59 1.22 -0.094
N -0.57 -1.08 2.02 0.109
C 0.61 -0.49 2.29 -0.137
C 1.07 0.75 1.76 -0.311
O 0.44 1.53 0.97 -0.122
C 2.38 1.22 2.15 0.015
C 3.16 0.52 2.99 -0.017
C 2.73 -0.73 3.55 -0.175
C 3.56 -1.45 4.43 -0.050
C 3.16 -2.65 4.96 -0.104
C 1.90 -3.16 4.61 -0.093
C 1.08 -2.47 3.75 -0.028
C 1.47 -1.24 3.20 -0.095
H -3.93 0.44 -2.41 0.095
H -3.55 1.99 -1.63 0.076
H -4.98 1.07 -1.07 0.097
H -5.26 -1.16 -1.10 0.107
H -5.75 -3.31 -0.01 0.100
H -4.20 -4.22 1.70 0.098
H -2.15 -2.96 2.29 0.100
H 2.70 2.15 1.70 0.124
H 4.14 0.89 3.25 0.112
H 4.53 -1.04 4.68 0.106
H 3.80 -3.20 5.63 0.093
H 1.57 -4.11 5.02 0.096
H 0.11 -2.88 3.49 0.093
O -1.70 3.26 -3.69 -0.275
As -0.83 2.04 -2.71 0.899
O -1.54 0.62 -3.09 -0.464
O -1.08 2.59 -1.12 -0.556
C 0.98 2.34 -3.25 -0.198
C 1.25 3.20 -4.31 -0.106
C 2.55 3.39 -4.74 -0.120
C 3.59 2.71 -4.11 -0.102
C 3.32 1.86 -3.06 -0.021
C 2.01 1.65 -2.60 -0.421
S 1.78 -0.93 -1.58 0.754
O 0.50 -1.18 -0.92 -0.502
O 1.76 -1.06 -3.03 -0.460
O 1.78 0.99 -1.47 -0.294
H -2.29 2.73 -4.24 0.027
H 0.43 3.73 -4.79 0.089
H 2.76 4.07 -5.56 0.087
H 4.61 2.85 -4.44 0.093
H 4.12 1.32 -2.56 0.112
```

Properties
**Net charge**: -1
**Kohn-Sham gap**: 6.49 eV
**Lowest unoccupied orbital energy**: 1.68 eV
**HOMO level**: -4.80 eV
**Energy relative to the best compared isomer or geometry (same formula, charge and spin)**: 12.27 kcal/mol

---

(5)
Entry from the OMol25 dataset: a structure of composition C23H18BBrINO6PdS2 at a distorted geometry (wB97M-V/def2-TZVPD).

The geometry in XYZ format:
```
54
Properties=species:S:1:pos:R:3:lowdin_charge:R:1
Pd -1.20 0.28 0.17 0.793
O -2.33 2.47 3.26 -0.309
S -1.36 1.41 3.24 0.431
O -0.87 1.00 4.55 -0.358
O -1.71 0.24 2.41 -0.449
C 0.09 2.01 2.35 -0.250
C 1.32 1.79 2.96 -0.086
C 2.50 2.03 2.27 -0.091
C 2.46 2.51 0.97 -0.087
C 1.24 2.75 0.36 -0.086
C 0.04 2.48 1.03 -0.270
S -1.46 3.05 0.11 0.443
O -1.80 4.34 0.65 -0.307
O -1.00 3.08 -1.27 -0.347
O -2.51 2.01 0.30 -0.404
H 1.32 1.39 3.96 0.100
H 3.46 1.83 2.75 0.097
H 3.38 2.69 0.42 0.098
H 1.18 3.13 -0.65 0.107
Br 4.19 -1.94 -0.44 0.698
C 3.93 -1.72 1.42 -0.749
C 5.06 -1.54 2.22 -0.155
C 4.91 -1.38 3.58 -0.105
C 3.65 -1.43 4.16 -0.094
C 2.53 -1.62 3.37 -0.154
C 2.67 -1.77 1.99 -0.667
I 0.91 -1.43 0.84 1.131
H 6.04 -1.51 1.75 0.089
H 5.79 -1.22 4.20 0.095
H 3.54 -1.31 5.23 0.102
H 1.54 -1.64 3.81 0.103
B -4.38 -3.52 0.21 -0.454
C -3.31 -2.34 0.19 -0.211
N -2.53 -1.50 0.13 0.050
H -3.87 -4.47 -0.35 -0.019
H -5.35 -3.12 -0.41 -0.019
H -4.66 -3.78 1.36 -0.020
C -3.41 -0.65 -4.93 -0.113
C -3.86 -0.39 -3.61 -0.087
C -2.96 -0.12 -2.62 -0.042
C -1.57 -0.11 -2.86 -0.172
C -0.61 0.15 -1.83 -0.206
C 0.70 0.32 -2.19 -0.185
C 1.14 0.14 -3.53 -0.103
C 0.25 -0.20 -4.50 -0.073
C -1.13 -0.32 -4.19 -0.182
C -2.08 -0.60 -5.21 -0.069
H -4.13 -0.86 -5.71 0.086
H -4.92 -0.40 -3.40 0.096
H -3.32 0.09 -1.62 0.083
H 1.45 0.56 -1.45 0.045
H 2.19 0.26 -3.76 0.090
H 0.58 -0.37 -5.52 0.094
H -1.71 -0.76 -6.22 0.095
```

Properties
**Net charge**: -2
**Kohn-Sham gap (alpha / beta)**: 6.11 / 6.26 eV
**Spin multiplicity**: 3
**Lowest unoccupied orbital energy (alpha / beta)**: 3.70 / 3.27 eV
**HOMO level (alpha / beta)**: -2.41 / -3.00 eV

---

(6)
Entry from the OMol25 dataset: a structure of composition C23H18N3O7RhTe (wB97M-V/def2-TZVPD).

The geometry in XYZ format:
```
53
Properties=species:S:1:pos:R:3:lowdin_charge:R:1
Rh 0.96 -0.59 -1.22 1.021
O -1.90 0.63 -4.31 0.205
C -1.19 0.21 -3.29 -0.448
O -0.03 0.54 -3.07 0.025
C -1.89 -0.73 -2.38 -0.168
C -3.18 -1.19 -2.54 0.063
C -3.68 -2.09 -1.60 0.029
C -2.88 -2.48 -0.54 0.064
C -1.59 -1.98 -0.46 -0.163
N -1.12 -1.13 -1.36 0.034
C -0.63 -2.30 0.67 -0.591
O -1.01 -2.93 1.63 0.127
O 0.56 -1.81 0.49 -0.152
H -1.37 1.22 -4.88 0.171
H -3.78 -0.85 -3.38 0.140
H -4.69 -2.47 -1.70 0.134
H -3.22 -3.17 0.22 0.144
O 0.72 -2.62 -3.40 0.162
N 1.30 -2.29 -2.48 0.050
O 3.25 -1.40 -3.27 0.086
C 3.66 -0.58 -2.48 -0.433
C 5.04 0.02 -2.43 -0.045
C 4.98 1.00 -1.26 -0.047
C 3.58 0.87 -0.72 -0.478
O 3.12 1.47 0.24 -0.093
N 2.86 -0.05 -1.45 -0.020
H 5.25 0.49 -3.39 0.143
H 5.76 -0.78 -2.30 0.144
H 5.14 2.04 -1.54 0.144
H 5.69 0.78 -0.46 0.142
Te 0.51 1.48 0.37 1.762
C 1.01 0.91 2.29 -0.395
C 0.34 1.56 3.36 -0.074
C 0.59 1.19 4.65 -0.007
C 1.53 0.17 4.89 0.061
C 2.22 -0.47 3.83 0.012
C 1.99 -0.09 2.54 -0.073
C -1.57 1.41 0.74 -0.491
C -2.36 2.33 0.06 -0.135
C -3.73 2.31 0.22 -0.050
C -4.31 1.38 1.08 -0.037
C -3.52 0.47 1.77 -0.043
C -2.14 0.48 1.61 -0.127
H -0.37 2.35 3.15 0.121
H 0.10 1.67 5.47 0.134
H 1.75 -0.13 5.91 0.138
H 2.92 -1.26 4.05 0.136
H 2.50 -0.57 1.72 0.102
H -1.91 3.08 -0.59 0.103
H -4.35 3.02 -0.30 0.121
H -5.38 1.37 1.22 0.122
H -3.97 -0.25 2.45 0.125
H -1.53 -0.24 2.15 0.104
```

Properties
**Net charge**: +2
**Kohn-Sham gap (alpha / beta)**: 7.47 / 4.91 eV
**Spin multiplicity**: 5
**Lowest unoccupied orbital energy (alpha / beta)**: -7.18 / -10.31 eV
**HOMO level (alpha / beta)**: -14.65 / -15.21 eV
**Energy relative to the best compared isomer or geometry (same formula, charge and spin)**: 0.00 kcal/mol

---

(7)
Entry from the OMol25 dataset: a structure of composition C23H18N4OPdS2 (wB97M-V/def2-TZVPD).

The geometry in XYZ format:
```
49
Properties=species:S:1:pos:R:3:lowdin_charge:R:1
Pd 0.13 1.41 0.47 0.990
N 3.91 -0.32 1.10 0.210
C 4.09 -0.31 -0.27 -0.163
C 5.13 -0.76 -1.08 0.010
C 4.98 -0.59 -2.44 -0.048
C 3.83 0.01 -2.98 -0.054
C 2.80 0.45 -2.18 -0.012
C 2.95 0.28 -0.81 -0.211
N 2.10 0.61 0.25 0.058
C 2.71 0.25 1.35 -0.260
C 2.05 0.47 2.63 -0.302
C 2.45 0.22 3.91 -0.290
S 1.24 0.73 5.00 1.145
C 0.26 1.22 3.71 -0.405
N 0.80 1.03 2.53 -0.074
H 4.56 -0.67 1.79 0.181
H 6.02 -1.22 -0.66 0.124
H 5.76 -0.93 -3.10 0.120
H 3.76 0.13 -4.05 0.117
H 1.92 0.93 -2.60 0.114
H 3.37 -0.20 4.26 0.096
H -0.72 1.65 3.85 0.102
N 0.74 4.64 0.38 0.208
C 0.53 3.51 0.41 -0.047
H 0.93 5.63 0.35 0.128
O -1.77 1.78 -0.42 -0.610
S -2.26 0.65 -1.37 1.095
C -3.90 0.23 -0.88 -0.384
C -4.25 -0.89 -0.14 -0.060
C -5.59 -1.09 0.17 -0.045
C -6.55 -0.19 -0.27 -0.034
C -6.19 0.92 -1.02 -0.041
C -4.86 1.13 -1.34 -0.075
C -1.25 -0.72 -0.84 -0.428
C -0.56 -1.44 -1.80 -0.057
C 0.34 -2.42 -1.39 -0.030
C 0.54 -2.66 -0.04 -0.038
C -0.15 -1.93 0.92 -0.061
C -1.05 -0.95 0.53 -0.168
H -3.52 -1.62 0.18 0.105
H -5.89 -1.97 0.73 0.120
H -7.59 -0.36 -0.03 0.122
H -6.94 1.61 -1.37 0.122
H -4.57 1.98 -1.95 0.118
H -0.72 -1.24 -2.85 0.126
H 0.88 -2.99 -2.14 0.127
H 1.24 -3.43 0.27 0.123
H -0.01 -2.15 1.97 0.121
H -1.66 -0.43 1.27 0.116
```

Properties
**Net charge**: +2
**Kohn-Sham gap (alpha / beta)**: 8.53 / 6.52 eV
**Spin multiplicity**: 3
**Lowest unoccupied orbital energy (alpha / beta)**: -5.70 / -7.69 eV
**HOMO level (alpha / beta)**: -14.23 / -14.21 eV
**Energy relative to the best compared isomer or geometry (same formula, charge and spin)**: 0.00 kcal/mol

---

(8)
Entry from the OMol25 dataset: a structure of composition C23H19CaF5NO3PTe (wB97M-V/def2-TZVPD).

The geometry in XYZ format:
```
54
Properties=species:S:1:pos:R:3:lowdin_charge:R:1
Ca -0.14 0.06 1.29 1.376
O -0.68 2.87 4.08 0.074
C -0.14 2.50 3.06 -0.628
O 0.49 1.39 2.85 -0.276
C -0.15 3.41 1.84 -0.186
C -0.24 4.81 2.04 0.019
C -0.17 5.62 0.95 0.006
C -0.03 5.05 -0.34 -0.159
C 0.08 5.84 -1.51 -0.033
C 0.22 5.24 -2.73 -0.075
C 0.26 3.83 -2.83 -0.068
C 0.16 3.05 -1.71 -0.027
C 0.01 3.65 -0.44 -0.223
N -0.06 2.84 0.67 0.129
H -0.35 5.18 3.04 0.121
H -0.21 6.70 1.05 0.120
H 0.04 6.92 -1.42 0.113
H 0.30 5.85 -3.63 0.103
H 0.38 3.37 -3.80 0.110
H 0.19 1.98 -1.78 0.084
C 4.06 -0.74 0.72 -0.263
P 2.53 -0.18 -0.11 0.954
C 2.92 1.55 -0.53 -0.378
C 2.84 2.49 0.50 -0.113
C 3.08 3.83 0.24 -0.072
C 3.40 4.24 -1.05 -0.074
C 3.50 3.31 -2.07 -0.082
C 3.26 1.96 -1.82 -0.085
C 2.51 -1.04 -1.70 -0.400
C 1.36 -0.91 -2.48 -0.107
C 1.26 -1.53 -3.72 -0.068
C 2.32 -2.31 -4.18 -0.078
C 3.46 -2.46 -3.41 -0.076
C 3.56 -1.82 -2.18 -0.088
H 4.00 -1.80 0.96 0.045
H 4.16 -0.18 1.65 0.044
H 4.94 -0.55 0.11 0.048
H 2.53 2.19 1.49 0.094
H 3.00 4.56 1.03 0.114
H 3.57 5.29 -1.26 0.110
H 3.74 3.63 -3.08 0.109
H 3.32 1.24 -2.62 0.105
H 0.52 -0.31 -2.13 0.074
H 0.37 -1.41 -4.31 0.110
H 2.24 -2.80 -5.14 0.106
H 4.28 -3.07 -3.76 0.106
H 4.46 -1.95 -1.59 0.094
F -1.22 0.47 -0.76 -0.504
Te -3.07 0.67 -0.13 1.784
F -3.38 0.97 -1.93 -0.341
F -3.24 -1.14 -0.57 -0.375
F -3.00 2.52 -0.02 -0.340
F -4.88 0.71 0.22 -0.343
O -2.40 0.36 1.51 -0.688
```

Properties
**Kohn-Sham gap**: 8.20 eV
**Lowest unoccupied orbital energy**: -0.63 eV
**HOMO level**: -8.83 eV
**Energy relative to the best compared isomer or geometry (same formula, charge and spin)**: 7.02 kcal/mol